[1]
Here is a structure of composition C44H49AgGeN4O8 in a non-equilibrium geometry from OMol25. Energies are from the ωB97M-V functional and the def2-TZVPD basis.

Cartesian coordinates (Å):
Ag1 -0.65936 0.25909 2.17048
O1 -2.66838 3.84722 2.53214
C1 -2.25629 2.77708 2.94580
O2 -2.43558 1.61985 2.38281
C2 -1.43562 2.67499 4.34608
C3 -1.93347 1.44393 5.09159
C4 -1.42501 1.50762 6.59618
C5 0.17295 1.46448 6.54071
C6 0.25667 1.30362 5.07282
O3 -0.86184 0.49649 4.61816
C7 0.04666 2.57180 4.30334
C8 0.87175 2.76135 3.08996
O4 1.42826 3.84412 2.78512
O5 1.09715 1.66380 2.54003
H1 -2.03634 3.59515 4.53704
H2 -2.88434 1.20688 4.62181
H3 -1.65845 0.36987 7.09239
H4 -1.45640 2.32461 7.57880
H5 0.22290 0.25085 7.01962
H6 0.59675 2.23081 6.92369
H7 1.08460 0.59573 4.50549
H8 0.41959 3.64643 5.03378
C9 3.27987 -2.42121 2.71821
C10 2.57003 -0.96135 2.55637
N1 3.30686 -0.10093 1.80937
C11 2.94750 -0.14296 0.18299
C12 2.46280 -1.39992 -0.38570
C13 4.03557 0.93248 2.45865
O6 4.17037 0.96709 3.63518
C14 4.67752 1.83507 1.47859
C15 3.92609 2.49555 0.52114
C16 4.49158 3.35569 -0.40283
C17 6.05672 3.60287 -0.16680
N2 6.61162 3.06227 0.83414
C18 6.05267 2.24761 1.63576
H9 2.69853 -3.20260 3.50307
H10 4.19555 -2.25692 3.06650
H11 3.24764 -2.99465 1.83425
H12 2.26974 -0.83964 3.74825
H13 1.49561 -1.39642 1.97346
H14 3.89717 -0.03594 -0.48282
H15 2.55413 0.57132 -0.26147
H16 3.05497 -2.12127 -0.30849
H17 1.90022 -1.15459 -1.31923
H18 1.47283 -1.49285 0.10521
H19 2.90184 2.35757 0.30490
H20 4.01012 3.77766 -1.07889
H21 6.36241 4.21457 -0.90028
H22 6.42954 2.13915 2.46099
C19 1.37919 -5.56045 -1.02702
C20 1.91366 -4.58273 -2.15815
C21 3.14250 -4.59108 -2.67198
C22 3.21293 -3.26876 -3.39593
N3 2.02013 -2.76212 -3.34144
N4 1.17352 -3.53783 -2.60897
C23 4.37698 -2.87251 -4.10942
H23 0.60144 -5.11921 -0.48817
H24 2.32191 -5.69075 -0.43410
H25 1.26791 -6.58141 -1.47368
H26 3.99746 -5.26291 -2.58914
H27 0.34126 -3.17891 -2.29027
H28 5.03673 -3.66144 -4.14938
H29 4.39261 -1.78041 -3.86645
H30 4.26850 -2.44173 -5.24553
O7 -1.07543 -3.27859 -0.65356
C24 -1.42840 -2.36686 0.13639
O8 -0.68935 -1.87098 1.04278
C25 -2.86919 -1.90922 0.19746
C26 -3.44753 -1.88622 -1.17780
Ge1 -3.21773 -0.18558 -2.04943
C27 -3.51564 -0.34331 -4.07090
C28 -4.55984 -1.28185 -4.34185
C29 -4.82305 -1.67202 -5.65940
C30 -4.17795 -1.20638 -6.64646
C31 -3.06755 -0.23916 -6.47615
C32 -2.85283 0.20873 -5.01118
C33 -1.34124 0.44058 -2.00140
C34 -0.22045 0.00041 -2.70922
C35 1.07461 0.67530 -2.86058
C36 1.32152 1.85869 -2.22649
C37 0.23434 2.12461 -0.98217
C38 -0.95151 1.43726 -1.05727
C39 -4.38199 0.96837 -1.16847
C40 -4.97273 2.06932 -1.86693
C41 -5.72969 3.15322 -1.32344
C42 -6.10061 2.93924 0.09290
C43 -5.34891 2.09096 0.87574
C44 -4.55930 0.96094 0.33445
H31 -3.00336 -0.98257 0.78545
H32 -3.34557 -2.87091 0.90005
H33 -4.80831 -2.28492 -1.12290
H34 -3.12677 -2.63917 -1.86766
H35 -5.23715 -1.74921 -3.67776
H36 -5.74145 -2.73106 -5.99494
H37 -3.92343 -1.53540 -7.67871
H38 -2.04000 -0.15323 -7.04448
H39 -1.84147 0.90018 -5.07733
H40 -0.32384 -0.85566 -3.59241
H41 1.79143 0.61367 -3.68067
H42 1.96554 2.72277 -2.31256
H43 0.27753 2.85610 -0.46041
H44 -1.59948 2.02447 -0.05287
H45 -4.89892 1.97775 -3.06052
H46 -6.17160 3.69804 -1.97776
H47 -6.82790 3.38157 0.62168
H48 -5.21008 1.98919 1.83895
H49 -4.24716 0.34974 1.05910

Force components x, y, z for each atom (eV/Å):
0.108 -0.733 -0.649
-0.100 0.508 0.317
1.219 -3.030 -0.833
-0.637 1.001 0.022
-4.324 1.881 -2.450
2.906 0.837 -0.080
-0.421 -1.765 4.482
-5.182 -9.990 -2.432
3.527 -3.514 -3.960
-1.766 0.812 1.981
1.087 5.599 4.437
1.716 1.091 -0.855
-1.070 -0.633 0.451
0.374 -1.202 -1.806
1.634 0.060 1.896
-0.275 -0.709 1.176
-0.172 3.444 -1.225
-1.516 -1.789 -3.208
1.395 4.032 -0.921
3.230 4.710 2.811
-1.158 2.363 2.103
-0.734 -3.205 -1.749
-5.432 -0.885 1.286
-5.023 -6.716 2.932
0.610 2.629 -3.349
8.109 -5.176 3.035
-8.584 6.055 0.361
-1.375 -2.113 -3.464
0.548 0.276 2.316
2.031 1.659 0.465
0.470 0.785 -2.014
9.403 -3.749 7.941
-8.906 -2.282 -0.591
4.187 2.077 -1.048
-8.791 -0.703 -6.190
1.285 2.437 -1.720
4.092 0.357 1.398
0.326 -0.386 -1.352
0.864 1.096 -3.412
2.805 2.064 1.806
-0.051 0.034 2.062
-5.018 6.969 -2.153
4.591 -6.393 0.092
1.702 -0.371 -0.142
0.404 -1.422 0.499
-1.154 -0.502 0.893
-4.210 3.882 -6.011
2.580 2.209 -1.989
4.589 -2.119 8.674
3.808 -0.453 -2.646
-3.023 -2.458 2.994
1.984 2.674 -1.712
-3.146 -5.235 1.493
-0.985 2.387 -1.022
5.308 -1.142 -1.445
-2.000 5.431 -3.932
-1.400 0.319 0.786
-1.083 0.215 0.140
-0.754 0.882 0.435
-0.584 0.061 0.383
-2.413 0.861 1.292
2.487 -0.661 0.504
2.203 -0.756 1.124
-0.603 -2.068 1.720
-0.350 0.617 -0.152
1.477 -0.157 1.300
0.119 0.175 -0.320
-1.109 -3.013 1.764
-5.042 -1.324 -0.329
1.284 -0.626 -1.649
-4.250 -2.817 6.272
0.078 0.295 -2.199
-5.955 -5.225 3.870
8.658 4.516 -7.335
0.144 -0.705 4.704
5.597 2.641 -9.530
2.125 -0.001 0.923
-0.098 -1.902 -3.776
-0.418 2.085 -0.206
-4.803 0.564 5.649
1.478 -9.876 -11.410
-1.145 3.198 4.121
-1.731 2.300 3.824
0.289 -0.078 -1.665
2.190 -7.362 5.952
3.817 -0.535 -3.243
1.727 -3.728 -6.071
-2.643 5.992 -6.120
0.340 -0.739 -0.398
1.020 2.765 -1.908
3.786 1.723 -0.259
0.738 -0.748 0.185
0.022 -0.074 1.481
2.776 3.464 1.462
-1.834 -0.736 0.615
-2.853 -0.013 0.227
-2.804 -1.615 1.449
0.027 2.014 2.590
-0.560 -1.533 -0.208
0.739 -0.695 -0.608
1.174 8.852 6.731
0.799 -2.572 -3.287
0.069 0.614 2.696
-3.042 3.999 -3.660
-2.538 2.628 1.277
-0.707 0.570 5.282
1.720 -2.475 2.010

Values from the calculation:
Kohn-Sham gap, eV: 6.8
Net charge: -2
F_max, hartree/bohr: 0.2949
Multiplicity: 1
Calculated total energy, eV: -129255.052

---

[2]
Here is a structure of composition C44H49BrCl2KN11O3STe in a non-equilibrium geometry from OMol25. Energies are from the ωB97M-V functional and the def2-TZVPD basis.

Cartesian coordinates (Å):
K1 -0.60615 0.52230 -0.00767
C1 -2.44935 3.74302 2.70296
O1 -2.77285 4.69863 1.70154
C2 -2.85429 4.35971 0.36859
C3 -3.15473 5.40253 -0.47407
C4 -3.24201 5.24903 -1.86629
C5 -3.04514 3.99268 -2.39400
C6 -2.76887 2.89207 -1.57508
C7 -2.68427 1.58375 -2.24742
N1 -2.64161 0.46681 -1.63282
N2 -2.72766 -0.69861 -2.42043
C8 -1.76034 -1.54003 -2.19888
O2 -0.68187 -1.38620 -1.51566
C9 -1.92722 -2.87917 -2.87617
C10 -0.79576 -3.64453 -3.14282
C11 -0.90736 -4.89368 -3.73618
C12 -2.15909 -5.39490 -4.06314
C13 -3.29426 -4.63566 -3.79933
C14 -3.17995 -3.38588 -3.21360
C15 -2.62546 3.02442 -0.14480
O3 -2.34497 2.04301 0.59743
H1 -2.43784 4.32068 3.63004
H2 -1.48230 3.27762 2.52319
H3 -3.19500 2.95074 2.76285
H4 -3.30884 6.37404 -0.01466
H5 -3.47222 6.09654 -2.49940
H6 -3.12472 3.82662 -3.46501
H7 -2.69414 1.61234 -3.34667
H8 0.17447 -3.25663 -2.86442
H9 -0.01312 -5.47602 -3.92519
H10 -2.25291 -6.37465 -4.51601
H11 -4.27526 -5.02480 -4.04892
H12 -4.04919 -2.77639 -3.00526
N3 0.75607 -0.01556 -3.47033
N4 0.58294 1.33590 -3.22343
N5 0.24072 2.17995 -4.15893
C16 0.28274 3.32970 -3.49026
N6 0.64239 3.16649 -2.22401
N7 0.83293 1.87035 -2.06957
H13 0.12644 -0.20740 -4.24438
H14 0.42617 -0.54151 -2.63890
H15 0.02979 4.27930 -3.92473
Cl1 0.66912 0.34632 5.41735
C17 0.44249 0.43540 3.63994
Cl2 -1.24784 0.20302 3.19199
H16 1.02094 -0.36676 3.19193
H17 0.75427 1.41907 3.30781
C18 -3.05074 -4.36795 1.30631
C19 -2.60544 -2.99657 0.83780
N8 -1.33492 -2.64667 1.43816
C20 -0.78531 -3.21237 2.54845
N9 0.38555 -2.82658 2.91207
C21 1.00341 -3.40335 4.08737
C22 0.39286 -4.73452 4.50455
C23 -1.11897 -4.58971 4.50501
N10 -1.54859 -4.18275 3.18466
C24 -2.92830 -4.40597 2.81924
H18 -2.40138 -5.13800 0.88128
H19 -4.07496 -4.56257 0.98485
H20 -3.36786 -2.25289 1.10247
H21 -2.49341 -2.96527 -0.24442
H22 -0.68515 -2.17448 0.82750
H23 0.92388 -2.68760 4.91654
H24 2.07312 -3.52302 3.89213
H25 0.75244 -5.03846 5.49075
H26 0.66539 -5.51415 3.78767
H27 -1.42652 -3.86159 5.27285
H28 -1.61435 -5.53761 4.73848
H29 -3.59567 -3.65141 3.26675
H30 -3.22364 -5.37867 3.22535
C25 1.25871 -3.86174 -0.14842
Te1 2.31105 -2.11715 0.60341
C26 3.12828 -2.22988 -1.36741
C27 3.15581 -3.68400 -1.72607
C28 4.07825 -4.23557 -2.60257
C29 4.06895 -5.59722 -2.87693
C30 3.12978 -6.41608 -2.26951
C31 2.20472 -5.86973 -1.38982
C32 2.20504 -4.51002 -1.10990
H31 0.37243 -3.49386 -0.66668
H32 0.95630 -4.52033 0.66513
H33 4.10283 -1.74495 -1.37073
H34 2.46036 -1.68507 -2.03635
H35 4.81829 -3.59200 -3.06355
H36 4.80265 -6.01688 -3.55591
H37 3.12125 -7.48147 -2.46997
H38 1.47128 -6.50637 -0.90516
N11 0.72190 2.58564 1.14213
S1 1.59099 3.69671 1.83790
C33 0.77699 5.28054 1.66484
C34 0.36304 5.72357 0.41350
C35 -0.28126 6.94175 0.31130
C36 -0.51537 7.70561 1.44818
C37 -0.11569 7.25053 2.69273
C38 0.53337 6.02736 2.80407
C39 3.04909 4.07756 0.86309
C40 3.83559 5.18426 1.15947
C41 4.97179 5.42363 0.41091
C42 5.31968 4.55595 -0.62217
C43 4.53738 3.44887 -0.89148
C44 3.39255 3.19871 -0.14366
H39 0.53179 2.87067 0.17574
H40 0.52588 5.10463 -0.46125
H41 -0.62871 7.28367 -0.65385
H42 -1.03373 8.65231 1.36150
H43 -0.31904 7.83689 3.57927
H44 0.83948 5.64555 3.76957
H45 3.55418 5.85752 1.95973
H46 5.59177 6.28457 0.63107
H47 6.21584 4.73871 -1.20284
H48 4.81976 2.74594 -1.66366
H49 2.80073 2.30903 -0.30732
Br1 4.52967 0.28066 1.12868

Force components x, y, z for each atom (eV/Å):
0.808 -0.039 0.978
-0.010 -0.047 -0.040
-0.075 0.106 -0.138
0.116 -0.034 -0.138
0.009 0.088 0.093
0.004 -0.026 -0.008
0.005 0.027 0.008
0.116 -0.231 -0.177
-0.162 0.275 0.330
-0.043 -0.551 -0.492
0.172 0.405 0.096
-0.178 -0.317 -0.343
-0.132 -0.353 -0.296
0.086 0.094 -0.054
-0.042 -0.014 0.019
0.012 -0.041 -0.009
-0.011 -0.015 -0.003
-0.036 -0.065 -0.032
0.013 0.060 0.006
-0.267 -0.107 -0.182
-0.516 0.561 0.342
0.028 -0.035 0.026
0.036 -0.010 0.021
0.003 0.009 0.029
0.002 0.016 -0.012
-0.008 0.024 -0.008
-0.006 0.020 -0.024
-0.141 -0.080 0.041
0.032 0.018 0.009
-0.003 -0.005 -0.005
-0.002 -0.017 -0.010
0.008 -0.006 -0.002
-0.018 0.003 -0.002
0.047 0.151 -0.213
0.069 -0.223 0.014
-0.067 0.074 -0.253
-0.062 0.095 -0.096
0.041 0.119 0.241
0.099 -0.056 0.058
0.016 -0.160 0.081
-0.189 0.050 -0.016
-0.011 0.019 -0.032
-0.022 0.006 -0.099
0.091 -0.064 0.077
-0.043 0.101 0.126
0.008 0.032 0.003
-0.020 -0.107 -0.031
0.004 -0.002 0.014
-0.093 0.011 0.057
-0.142 -0.077 -0.428
0.051 0.091 -0.006
0.007 -0.078 0.050
0.003 0.022 0.032
-0.029 -0.014 0.019
-0.045 0.014 0.065
0.154 -0.040 0.135
-0.083 0.038 -0.021
-0.019 0.000 -0.021
-0.025 0.008 0.036
-0.011 -0.007 -0.012
-0.007 -0.029 0.003
0.172 0.051 0.085
0.013 -0.036 0.021
-0.024 0.005 -0.028
-0.006 0.006 0.010
0.022 0.003 -0.001
0.008 -0.015 -0.034
0.038 0.016 -0.009
-0.001 -0.020 -0.012
0.016 0.012 -0.055
-0.101 0.096 0.019
-0.075 -0.008 0.358
0.102 0.176 -0.087
-0.005 0.023 0.084
0.018 -0.017 -0.071
0.056 -0.030 -0.060
0.008 -0.074 -0.026
-0.114 -0.047 0.017
0.062 0.007 0.039
-0.068 -0.068 -0.021
0.021 -0.023 -0.024
0.014 -0.063 -0.050
0.037 0.055 -0.032
0.017 0.006 -0.011
-0.007 -0.008 0.005
0.010 0.000 -0.009
0.016 -0.003 -0.015
0.381 0.380 0.096
-0.245 -0.461 0.103
0.047 0.237 -0.101
0.022 -0.067 0.101
-0.025 0.002 0.002
-0.037 0.054 -0.020
0.010 -0.023 0.039
-0.005 0.017 -0.022
-0.003 0.026 -0.159
-0.037 0.021 0.010
0.086 0.035 -0.041
0.004 0.027 0.005
-0.039 -0.048 -0.046
0.050 -0.017 0.064
-0.035 0.041 0.110
0.014 -0.020 -0.057
-0.011 -0.001 -0.036
-0.012 0.021 0.001
-0.009 0.019 0.028
0.019 -0.007 0.045
-0.021 0.029 0.028
-0.001 0.003 0.002
0.006 0.009 0.007
0.025 -0.005 0.008
-0.001 0.010 -0.017
0.066 -0.018 -0.054

Values from the calculation:
Kohn-Sham gap, eV: 5.7
Net charge: -2
F_max, hartree/bohr: 0.0247
Multiplicity: 1
Energy above the lowest of the compared OMol25 structures with the same formula, charge and spin, kcal/mol: 12.3
Calculated total energy, eV: -198498.760

---

Number 1: E_HOMO -2.79 eV. Number 2: E_HOMO -1.80 eV.